Entry 1:
ORCA calculation (ωB97M-V/def2-TZVPD) on a molecular structure, C5H8ClN2.

Properties
* HOMO: -13.2 eV
* Kohn-Sham gap: 8.70 eV
* energy above the lowest of the compared OMol25 structures with the same formula, charge and spin: 338.6 kJ/mol
* net charge: +1
* lowest unoccupied orbital energy: -0.1649 Ha

Each line ends with the Mulliken charge.
Cartesian coordinates (Å):
C -0.535 2.272 -0.141  -0.847
C 0.614 -1.783 -0.414  -0.346
Cl -2.796 0.216 0.153  -0.043
H -1.598 2.300 -0.524  0.378
N -0.103 0.871 -0.289  -0.171
H 1.616 1.060 1.019  0.339
C 1.502 -0.897 0.390  -0.625
C -1.331 -0.440 0.099  0.540
H 0.500 -1.329 -1.436  0.282
N -0.845 -1.587 0.032  -0.113
H 0.155 2.790 -0.905  0.327
C 1.118 0.415 0.356  -0.166
H -1.153 -2.482 0.349  0.292
H -0.268 2.730 0.783  0.328
H 0.793 -2.882 -0.402  0.395
H 2.332 -1.253 0.931  0.428



Entry 2:
ORCA calculation (ωB97M-V/def2-TZVPD) on a molecular structure, C5H8ClN3.

Properties
* HOMO (spin up / spin down): -18.1 / -18.1 eV
* Kohn-Sham gap (spin up / spin down): 6.40 / 6.41 eV
* energy above the lowest of the compared OMol25 structures with the same formula, charge and spin: 34.5 kJ/mol
* net charge: +2
* lowest unoccupied orbital energy (spin up / spin down): -0.4310 / -0.4309 Ha

Each line ends with the Mulliken charge.
Cartesian coordinates (Å):
N -0.872 0.327 0.124  0.543
Cl -4.738 0.150 -0.375  -0.008
H 2.528 0.929 -0.286  0.414
H 1.412 0.302 -1.448  0.352
H -2.433 1.953 0.088  0.414
H 0.656 0.713 1.621  0.349
H 1.551 -1.947 -0.171  0.313
N -0.920 -1.002 -0.104  -0.604
C -2.089 0.886 -0.015  -0.013
C -2.196 -1.118 -0.281  0.403
H 3.111 -1.563 -0.422  0.434
C -3.086 -0.086 -0.279  0.121
C 0.485 0.774 0.470  -0.626
H 0.409 1.871 0.441  0.388
N 2.145 -1.217 0.016  -0.268
H 2.365 -1.168 0.989  0.378
C 1.672 0.195 -0.367  -0.589



Entry 3:
ORCA calculation (ωB97M-V/def2-TZVPD) on a molecular structure, C5H8CsO3.

Properties
* HOMO (spin up / spin down): -7.7 / -7.7 eV
* ⟨S²⟩: 0.7632
* Kohn-Sham gap (spin up / spin down): 6.90 / 6.88 eV
* energy above the lowest of the compared OMol25 structures with the same formula, charge and spin: 0.0 kJ/mol
* 2S+1: 2
* lowest unoccupied orbital energy (spin up / spin down): -0.0309 / -0.0317 Ha

Each line ends with the Löwdin spin population.
Cartesian coordinates (Å):
H -0.590 -4.353 1.227  0.030
H -4.920 1.951 -0.213  0.000
H -2.540 -3.197 -0.228  0.064
Cs 1.134 -0.710 -1.420  0.004
O 0.338 1.875 -0.003  0.000
H -3.503 2.598 -1.064  0.000
H -3.901 0.845 -1.158  0.000
C -3.049 1.473 0.727  0.001
O -1.688 1.197 0.405  0.005
C -0.701 2.177 0.636  0.000
H -3.088 2.321 1.421  0.000
O -0.968 3.160 1.310  0.000
C -0.842 -3.283 1.240  0.104
H -3.401 0.583 1.264  0.001
C -1.800 -2.801 0.468  0.772
C -3.885 1.731 -0.508  0.000
H -0.276 -2.648 1.935  0.018



Entry 4:
ORCA calculation (ωB97M-V/def2-TZVPD) on 2 unconnected molecules or ions with the total composition C5H8F2O6S2.

Properties
* HOMO (spin up / spin down): -2.2 / -1.1 eV
* Kohn-Sham gap (spin up / spin down): 8.07 / 6.92 eV
* net charge: -2
* lowest unoccupied orbital energy (spin up / spin down): 0.2162 / 0.2153 Ha

Each line ends with the Mulliken charge.
Cartesian coordinates (Å):
C -0.979 -0.051 -0.465  0.711
H -0.192 0.413 -2.224  0.597
F 1.759 -1.725 -0.935  -0.244
C -0.251 1.048 1.619  -0.920
H -0.659 1.996 -0.160  0.476
S 2.970 0.397 -0.016  1.211
S -2.323 -1.178 0.152  1.169
O 2.698 1.152 -1.284  -0.754
C -0.650 -0.395 -1.830  -2.024
C 1.623 -0.834 0.056  0.223
H -2.071 1.435 0.723  0.285
O -2.155 -2.419 -0.511  -0.713
H -1.516 -0.620 -2.343  0.565
O -2.536 -1.253 1.598  -0.705
O 2.921 1.251 1.137  -0.691
O -3.367 -0.377 -0.556  -0.737
C -1.107 1.183 0.340  -0.588
H 0.709 0.737 1.419  0.150
H -0.158 2.056 2.078  0.346
O 4.186 -0.368 -0.162  -0.706
H -0.004 -1.204 -1.981  0.335
F 1.942 -1.486 1.215  -0.291
H -0.840 0.240 2.131  0.304



Entry 5:
ORCA calculation (ωB97M-V/def2-TZVPD) on C5H8F3O4P in the gas phase.

Properties
* HOMO: -9.3 eV
* Kohn-Sham gap: 10.08 eV
* energy above the lowest of the compared OMol25 structures with the same formula, charge and spin: 0.0 kJ/mol
* lowest unoccupied orbital energy: 0.0286 Ha

Each line ends with the Mulliken charge.
Cartesian coordinates (Å):
O -0.426 1.694 0.799  -0.389
F -3.094 1.522 -0.455  -0.282
F -1.698 0.241 -1.392  -0.253
H 1.221 -2.148 -0.366  0.290
H -2.050 0.887 1.805  0.373
H 3.711 2.545 -0.198  0.221
C -2.330 0.421 -0.255  0.803
C 0.240 -2.307 -0.822  -0.544
H -2.036 -1.540 1.759  0.036
O 1.068 0.056 0.338  -0.492
C 2.886 1.727 -0.284  -0.561
C -1.495 0.522 0.962  -0.203
H 3.236 0.756 0.297  0.223
F -3.195 -0.632 -0.203  -0.267
H 2.716 1.307 -1.318  0.265
O 1.684 2.143 0.280  -0.345
O -0.788 -1.994 0.069  -0.250
H 0.224 -1.865 -1.862  0.225
H 0.131 -3.375 -1.131  0.268
C 0.768 1.225 0.491  0.837
P -0.770 -1.184 1.488  0.044



Entry 6:
ORCA calculation (ωB97M-V/def2-TZVPD) on 2 unconnected molecules or ions with the total composition C5H8F4O2.

Properties
* HOMO: -10.7 eV
* Kohn-Sham gap: 11.46 eV
* energy above the lowest of the compared OMol25 structures with the same formula, charge and spin: 37.6 kJ/mol
* lowest unoccupied orbital energy: 0.0294 Ha

Each line ends with the Mulliken charge.
Cartesian coordinates (Å):
O -2.444 -0.386 0.533  -0.452
H 0.917 -1.659 -2.096  0.249
C -2.843 0.803 0.865  0.491
C 1.252 0.807 -0.513  0.879
H -1.500 -0.236 0.456  0.189
H 0.407 -2.306 0.929  0.269
O 0.250 1.547 -0.095  -0.374
H -3.902 0.844 1.049  0.205
H 2.515 -0.908 -1.733  0.321
H 0.137 -0.604 1.766  0.431
F -2.313 1.205 2.102  -0.290
F -2.305 1.724 0.021  -0.218
H 2.177 -2.452 -0.926  0.359
F 1.569 1.104 -1.782  -0.279
F 2.424 1.333 0.124  -0.337
H 0.482 2.471 -0.081  0.308
C 0.480 -1.152 0.845  -1.227
C 1.058 -0.664 -0.215  0.756
C 1.638 -1.471 -1.252  -1.280



Entry 7:
ORCA calculation (ωB97M-V/def2-TZVPD) on a molecular structure, C5H8FHoO4.

Properties
* HOMO (spin up / spin down): -11.7 / -13.9 eV
* ⟨S²⟩: 8.7532
* Kohn-Sham gap (spin up / spin down): 6.91 / 8.43 eV
* energy above the lowest of the compared OMol25 structures with the same formula, charge and spin: 0.0 kJ/mol
* net charge: +1
* 2S+1: 6
* lowest unoccupied orbital energy (spin up / spin down): -0.1766 / -0.1997 Ha

Each line ends with the Löwdin spin population.
Cartesian coordinates (Å):
H 1.218 -1.274 4.756  0.000
H 0.221 0.099 4.210  0.000
C 2.589 -1.461 0.335  0.000
C 0.354 -1.179 0.058  0.009
H 3.462 -1.135 -0.237  0.000
Ho -2.461 -0.171 0.831  4.846
O 1.533 -0.522 0.174  0.003
O 0.614 -2.521 -0.144  0.004
O -0.476 -1.097 1.837  0.068
H 2.230 -3.662 0.333  0.000
C 0.837 -0.746 3.869  0.001
C 1.982 -2.746 -0.212  0.000
O -0.567 -0.649 -0.614  0.063
H -0.822 -2.094 3.603  0.001
H 0.627 -2.571 2.725  0.000
C 0.017 -1.693 3.008  0.004
F 2.329 -2.930 -1.535  0.000
H 1.698 -0.348 3.313  0.000
H 2.825 -1.560 1.403  0.000



Entry 8:
ORCA calculation (ωB97M-V/def2-TZVPD) on C5H8FN in the gas phase.

Properties
* HOMO: -9.0 eV
* Kohn-Sham gap: 10.02 eV
* energy above the lowest of the compared OMol25 structures with the same formula, charge and spin: 116.3 kJ/mol
* lowest unoccupied orbital energy: 0.0391 Ha

Each line ends with the Mulliken charge.
Cartesian coordinates (Å):
C 0.688 1.265 -0.534  -0.254
C -1.307 0.055 0.427  -0.536
H -2.136 0.499 0.975  0.397
C 1.859 -0.799 0.194  -0.203
H -0.562 -0.283 1.146  0.332
H -2.369 -1.705 0.289  0.216
N -1.889 -1.067 -0.294  -0.640
F 1.172 -1.578 -0.652  -0.238
C 1.693 0.519 0.197  -0.390
H -1.129 -1.524 -0.749  0.264
H -1.297 1.664 -1.068  0.290
H 2.583 -1.379 0.789  0.349
H 1.031 2.033 -1.196  0.398
H 2.269 1.191 0.870  0.263
C -0.606 1.108 -0.394  -0.248



Entry 9:
ORCA calculation (ωB97M-V/def2-TZVPD) on C5H8FN in the gas phase.

Properties
* HOMO: -9.2 eV
* Kohn-Sham gap: 10.18 eV
* energy above the lowest of the compared OMol25 structures with the same formula, charge and spin: 477.2 kJ/mol
* lowest unoccupied orbital energy: 0.0363 Ha

Each line ends with the Mulliken charge.
Cartesian coordinates (Å):
N 0.416 1.688 -0.305  -0.414
H -1.082 -2.278 1.070  0.389
C -0.542 -1.832 0.292  0.039
H 0.665 1.591 -1.487  0.299
C -0.730 -0.514 -0.329  0.021
H 1.837 0.946 1.125  0.220
H -0.331 -0.584 -1.280  0.191
H 1.901 0.344 -0.811  0.367
F -0.305 -2.770 -0.671  -0.289
C 0.413 -0.595 0.566  -0.203
C -0.867 1.052 -0.091  -0.708
C 1.328 0.527 0.124  -0.670
H -1.587 1.523 -0.795  0.358
H -1.232 1.245 0.975  0.267
H 0.115 -0.343 1.618  0.134



Entry 10:
ORCA calculation (ωB97M-V/def2-TZVPD) on a molecular structure, C5H8FN2.

Properties
* HOMO (spin up / spin down): -14.6 / -14.6 eV
* Kohn-Sham gap (spin up / spin down): 7.17 / 7.17 eV
* energy above the lowest of the compared OMol25 structures with the same formula, charge and spin: 516.7 kJ/mol
* net charge: +1
* lowest unoccupied orbital energy (spin up / spin down): -0.2741 / -0.2741 Ha

Each line ends with the Mulliken charge.
Cartesian coordinates (Å):
C 0.085 -1.098 1.422  0.469
H -3.026 1.160 0.268  0.288
C 2.134 -1.162 -0.029  -0.800
H -3.578 -0.333 0.599  0.371
H -0.035 -0.053 -1.474  0.430
C -2.721 0.126 0.100  -1.075
N -1.083 -0.823 1.642  -0.332
N 0.879 -0.781 0.435  0.277
H -2.998 -0.181 -0.963  0.297
H 2.692 -1.756 0.585  0.430
H 1.791 2.711 1.400  0.366
H 1.723 -1.796 -0.866  0.358
C -0.206 -0.397 -0.456  -0.633
H 2.689 -0.300 -0.389  0.233
F 1.497 1.948 1.113  -0.363
C -1.385 -0.349 0.250  0.684



Entry 11:
ORCA calculation (ωB97M-V/def2-TZVPD) on a gas-phase ion, C5H8FN2 (charge +1).

Properties
* HOMO: -13.7 eV
* Kohn-Sham gap: 9.15 eV
* energy above the lowest of the compared OMol25 structures with the same formula, charge and spin: 174.2 kJ/mol
* net charge: +1
* lowest unoccupied orbital energy: -0.1677 Ha

Each line ends with the Mulliken charge.
Cartesian coordinates (Å):
H 0.158 -3.079 -0.597  0.368
C -0.142 0.161 -1.333  0.446
N 0.002 0.804 0.072  0.068
C -0.128 2.178 0.313  -0.845
H 0.789 2.390 1.033  0.287
N -0.245 -1.137 -1.507  0.018
C 0.353 -1.588 0.765  -0.532
C 0.132 -0.141 1.231  -0.304
H -0.511 -1.512 -2.384  0.273
H 0.043 2.617 -0.649  0.367
H 0.967 0.382 1.742  0.334
H 0.589 -2.404 1.434  0.319
F -0.163 1.029 -2.333  -0.174
H -1.102 2.394 0.865  0.283
C 0.031 -2.021 -0.462  -0.222
H -0.771 -0.072 1.812  0.315



Entry 12:
ORCA calculation (ωB97M-V/def2-TZVPD) on 2 unconnected molecules or ions with the total composition C5H8FN2.

Properties
* HOMO (spin up / spin down): -12.7 / -12.7 eV
* Kohn-Sham gap (spin up / spin down): 5.46 / 5.46 eV
* energy above the lowest of the compared OMol25 structures with the same formula, charge and spin: 336.8 kJ/mol
* net charge: +1
* lowest unoccupied orbital energy (spin up / spin down): -0.2662 / -0.2662 Ha

Each line ends with the Mulliken charge.
Cartesian coordinates (Å):
H -2.091 0.531 -1.342  0.276
H 3.175 -0.072 -1.555  0.360
F -1.867 -1.427 -0.555  -0.240
H 0.834 -0.981 1.822  0.357
H -2.423 1.389 1.068  0.361
H -1.372 0.104 1.547  0.236
C 2.356 -0.024 -0.827  -0.205
C 1.183 -0.474 0.927  -0.104
H -3.561 -0.347 -0.471  0.366
H 1.247 1.940 -1.100  0.430
N 0.692 0.643 0.490  -0.364
H 2.701 -1.759 0.113  0.211
C -2.005 0.510 0.803  -0.129
C -2.484 -0.167 -0.455  -0.060
N 2.178 -0.908 0.127  -0.030
C 1.437 1.042 -0.592  -0.465



Entry 13:
ORCA calculation (ωB97M-V/def2-TZVPD) on a molecular structure, C5H8FN2.

Properties
* HOMO: -14.1 eV
* Kohn-Sham gap: 9.86 eV
* energy above the lowest of the compared OMol25 structures with the same formula, charge and spin: 351.4 kJ/mol
* net charge: +1
* lowest unoccupied orbital energy: -0.1562 Ha

Each line ends with the Mulliken charge.
Cartesian coordinates (Å):
H -0.929 0.748 -1.650  0.375
H 2.526 0.450 1.656  0.422
H -0.575 -0.953 -1.543  0.448
H -0.797 0.579 1.088  0.311
F 0.442 2.320 0.899  -0.281
C 0.893 -0.890 0.640  -1.065
H 1.103 1.962 -1.071  0.490
C 3.099 -0.021 -0.286  0.107
H 0.641 -1.351 1.677  0.279
C 0.826 1.411 -0.081  -0.271
C 2.105 0.110 0.704  0.032
C -0.184 0.166 0.205  -0.054
H -2.042 -0.249 -0.891  0.346
H 1.255 -1.664 0.043  0.506
N -1.074 -0.069 -1.063  -0.282
N 3.738 -0.062 -1.225  -0.362



Entry 14:
ORCA calculation (ωB97M-V/def2-TZVPD) on a molecular structure, C5H8FO4Zn.

Properties
* HOMO (spin up / spin down): -7.3 / -10.5 eV
* ⟨S²⟩: 0.7514
* Kohn-Sham gap (spin up / spin down): 7.88 / 10.01 eV
* energy above the lowest of the compared OMol25 structures with the same formula, charge and spin: 65.6 kJ/mol
* 2S+1: 2
* lowest unoccupied orbital energy (spin up / spin down): 0.0221 / -0.0179 Ha

Each line ends with the Löwdin spin population.
Cartesian coordinates (Å):
O 2.462 0.542 -1.004  0.122
C -0.885 0.282 -1.635  0.001
F -0.561 2.543 -2.334  0.000
H 0.211 -2.596 1.796  0.001
H -1.529 -0.243 -0.917  0.000
H -1.433 2.162 -0.569  0.000
H -0.623 0.349 1.442  0.002
H -0.867 -1.999 0.511  0.000
O 0.557 1.715 -0.573  0.007
C 1.219 0.528 -0.823  0.020
H -1.290 0.191 -2.647  0.000
H -1.371 -1.889 2.220  0.000
Zn 3.051 -0.252 0.684  0.653
H 0.467 -0.279 2.689  0.004
C -0.514 -1.812 1.535  0.002
O 1.220 -0.275 0.790  0.166
O 0.429 -0.258 -1.593  0.006
C 0.126 -0.438 1.651  0.012
C -0.669 1.731 -1.223  0.001



Number 1: electronic energy -764.6499 Eh, molecular weight 131.59 Da. Number 2: electronic energy -818.9213 Eh, molecular weight 145.59 Da. Number 3: electronic energy -441.0772 Eh, molecular weight 249.02 Da. Number 4: electronic energy -1642.7772 Eh, molecular weight 266.24 Da. Number 5: electronic energy -1137.1984 Eh, molecular weight 220.08 Da. Number 6: electronic energy -745.2356 Eh, molecular weight 176.11 Da. Number 7: electronic energy -1543.9035 Eh, molecular weight 316.04 Da. Number 8: electronic energy -349.8750 Eh, molecular weight 101.12 Da. Number 9: electronic energy -349.7376 Eh, molecular weight 101.12 Da. Number 10: electronic energy -404.2445 Eh, molecular weight 115.13 Da. Number 11: electronic energy -404.3750 Eh, molecular weight 115.13 Da. Number 12: electronic energy -404.3130 Eh, molecular weight 115.13 Da. Number 13: electronic energy -404.3075 Eh, molecular weight 115.13 Da. Number 14: electronic energy -2375.4228 Eh, molecular weight 216.50 Da.